Entry from the OMol25 dataset: 8 unconnected molecules or ions with the total composition C32H65BrF4N8O11P at a distorted geometry (ωB97M-V with the def2-TZVPD basis set).

The geometry in XYZ format:
```
122
Properties=species:S:1:pos:R:3:lowdin_charge:R:1
C -0.246 -3.240 0.111 0.0057
C 0.399 -2.127 -0.331 -0.1567
C 0.302 -0.763 0.383 -0.0976
C -0.867 -0.048 -0.314 -0.2296
C -2.238 0.062 0.366 -0.1388
C -2.910 -1.225 0.836 -0.5917
F -3.065 -2.138 -0.125 0.1536
F -2.144 -1.757 1.786 0.1718
F -4.107 -1.014 1.379 0.1638
N -3.013 0.847 -0.644 -0.1747
F -3.785 -0.042 -1.488 -0.0041
P -4.364 2.055 -0.031 0.9903
O -5.668 1.104 0.180 -0.2138
O -4.781 2.862 -1.391 -0.2191
C -2.066 1.482 -1.604 -0.1586
C -0.694 1.385 -0.869 -0.6184
Br -0.817 2.865 0.452 0.9011
C 0.467 1.553 -1.878 -0.1390
C 1.562 2.575 -1.515 -0.1199
C 2.407 2.251 -0.291 -0.5198
O 2.328 2.806 0.762 0.0645
O 3.354 1.287 -0.442 0.0907
H -0.078 -3.694 1.084 0.0741
H -0.979 -3.727 -0.532 0.0551
H 1.009 -2.145 -1.238 0.1005
H 0.165 -0.929 1.450 0.1253
H 1.234 -0.226 0.185 0.0994
H -1.053 -0.625 -1.232 0.1369
H -2.313 0.716 1.254 0.1019
H -5.847 1.088 1.130 0.0528
H -5.217 2.231 -1.999 0.0442
H -1.892 0.824 -2.479 0.1009
H -2.363 2.458 -1.974 0.1277
H 0.894 0.565 -2.079 0.1269
H 0.039 1.891 -2.824 0.1302
H 1.176 3.588 -1.442 0.1071
H 2.262 2.590 -2.359 0.1326
H 3.084 0.653 -1.119 0.1022
C -2.271 -1.497 -3.760 -0.3306
O -1.952 -0.335 -3.989 -0.0089
N -1.992 -2.529 -4.560 -0.1817
C -2.397 -3.885 -4.235 -0.0409
C -1.260 -2.282 -5.794 -0.0263
H -2.827 -1.787 -2.856 0.1229
H -1.517 -4.525 -4.156 0.0946
H -3.052 -4.273 -5.016 0.0937
H -2.931 -3.901 -3.287 0.0845
H -0.291 -1.838 -5.567 0.0941
H -1.816 -1.587 -6.422 0.0967
H -1.115 -3.218 -6.326 0.0899
C -3.636 1.494 3.921 -0.3038
O -3.568 1.576 2.691 -0.1036
N -4.533 2.113 4.677 -0.1735
C -4.525 1.967 6.126 -0.0320
C -5.535 2.957 4.048 -0.0236
H -2.924 0.890 4.500 0.1407
H -5.473 1.546 6.462 0.0955
H -4.381 2.943 6.588 0.0999
H -3.712 1.314 6.434 0.0677
H -6.137 2.366 3.354 0.0822
H -5.050 3.756 3.487 0.0977
H -6.182 3.385 4.807 0.0931
C -6.796 0.616 -4.619 -0.3403
O -5.793 1.028 -4.059 -0.0034
N -8.005 0.505 -4.044 -0.1926
C -9.160 0.006 -4.768 -0.0478
C -8.157 0.899 -2.653 -0.0370
H -6.784 0.294 -5.671 0.1373
H -9.942 0.766 -4.790 0.0934
H -9.547 -0.889 -4.278 0.0924
H -8.883 -0.244 -5.790 0.0854
H -7.890 1.951 -2.533 0.0926
H -7.496 0.303 -2.021 0.0843
H -9.187 0.750 -2.341 0.0903
C 4.617 -3.029 -1.057 -0.3366
O 3.546 -2.860 -0.486 -0.0153
N 5.687 -2.233 -0.922 -0.1835
C 6.929 -2.478 -1.634 -0.0565
C 5.583 -1.093 -0.032 -0.0297
H 4.787 -3.865 -1.750 0.1279
H 7.739 -2.621 -0.914 0.0919
H 7.161 -1.622 -2.271 0.0953
H 6.840 -3.362 -2.258 0.0445
H 5.354 -1.432 0.979 0.0995
H 4.770 -0.454 -0.368 0.0563
H 6.515 -0.535 -0.028 0.0931
C 6.257 -4.985 -4.651 -0.3314
O 6.066 -3.932 -4.063 -0.0211
N 7.442 -5.384 -5.138 -0.1927
C 7.606 -6.649 -5.829 -0.0509
C 8.596 -4.516 -4.967 -0.0303
H 5.447 -5.711 -4.831 0.1367
H 8.330 -7.270 -5.300 0.0924
H 7.962 -6.475 -6.845 0.0922
H 6.656 -7.178 -5.874 0.0838
H 8.779 -4.344 -3.906 0.0897
H 8.410 -3.552 -5.442 0.0959
H 9.472 -4.978 -5.414 0.0887
C 4.144 3.255 4.744 -0.3699
O 4.570 3.091 5.874 -0.0040
N 3.871 4.444 4.184 -0.1905
C 3.367 4.557 2.825 -0.0568
C 4.092 5.648 4.968 -0.0384
H 3.940 2.406 4.068 0.1381
H 4.064 5.151 2.228 0.0952
H 2.393 5.050 2.837 0.0933
H 3.263 3.577 2.371 0.0441
H 5.139 5.712 5.265 0.0937
H 3.483 5.620 5.873 0.0914
H 3.827 6.522 4.379 0.0851
C -0.591 1.552 6.891 -0.3587
O -1.573 1.729 7.594 -0.0076
N 0.677 1.566 7.321 -0.1891
C 1.805 1.346 6.429 -0.0420
C 0.932 1.811 8.732 -0.0308
H -0.672 1.361 5.805 0.1217
H 2.368 0.474 6.763 0.0987
H 2.456 2.217 6.443 0.0646
H 1.459 1.176 5.410 0.0826
H 0.442 1.047 9.336 0.0938
H 0.530 2.783 9.018 0.0941
H 2.003 1.792 8.917 0.0911
```

## Properties
Total energy = -158875.0541 eV
Multiplicity = 1
Total charge = +1
Frontier orbital gap = 0.2958 Ha

---

Entry from the OMol25 dataset: C32H67BFN3O5S in the gas phase at a distorted geometry (ωB97M-V with the def2-TZVPD basis set).

The geometry in XYZ format:
```
110
Properties=species:S:1:pos:R:3:lowdin_charge:R:1
C -5.919 5.934 1.680 -0.1618
C -5.728 4.393 2.220 -0.2640
C -6.048 3.252 1.069 -0.2433
C -5.087 3.341 -0.257 -0.2189
C -5.673 2.270 -1.396 -0.2009
C -4.839 0.823 -1.345 -0.2066
C -5.804 -0.468 -1.741 -0.2102
C -4.861 -1.745 -2.154 -0.2267
C -4.992 -3.047 -1.164 -0.2192
C -4.392 -2.775 0.373 -0.1866
C -2.949 -3.603 0.410 -0.2259
C -2.190 -3.532 1.872 -0.1961
C -0.577 -3.267 1.514 -0.1751
C -0.414 -1.605 1.567 -0.0899
C 0.788 -1.060 0.529 -0.3198
C 0.192 -1.202 -0.974 -0.0782
C -1.153 -0.370 -1.353 -0.1148
F -0.920 1.095 -1.641 -0.1366
O 1.900 -1.918 0.908 -0.0845
C 2.896 -2.251 -0.083 -0.3746
C 2.456 -3.644 -0.802 -0.1250
C 3.576 -4.799 -1.018 -0.2772
C 4.768 -4.472 -2.094 -0.5230
S 3.985 -4.486 -3.821 0.5889
C 4.255 -2.633 0.834 -0.0829
C 4.758 -1.365 1.771 -0.1552
C 6.038 -0.594 1.019 -0.1854
C 5.849 1.058 0.996 -0.2034
C 6.294 1.749 -0.432 -0.2022
C 5.409 3.104 -0.815 -0.1637
C 4.183 2.822 -1.866 -0.2696
O 4.443 3.234 -3.255 -0.2328
C 3.344 2.564 -4.026 -0.1130
O 3.393 -1.181 -0.942 -0.0529
N 3.512 -1.507 -2.228 -0.0309
O 4.282 -0.765 -2.830 0.0181
C 1.185 0.459 1.009 -0.1740
N 1.917 1.303 -0.004 0.0561
B -0.006 1.386 1.632 -0.4242
O -1.432 1.421 1.281 0.0200
N 0.418 2.355 2.765 -0.1757
C 0.100 1.778 4.126 -0.1202
C -0.163 3.735 2.555 -0.1253
H -4.881 6.380 1.313 0.0805
H -6.721 5.988 0.829 0.0770
H -6.247 6.588 2.611 0.0747
H -6.506 4.210 3.105 0.1107
H -4.615 4.270 2.565 0.0999
H -5.869 2.203 1.564 0.1073
H -7.179 3.301 0.733 0.1114
H -3.985 3.034 0.071 0.1127
H -4.985 4.433 -0.706 0.1106
H -5.486 2.806 -2.442 0.1136
H -6.820 2.145 -1.190 0.1018
H -4.491 0.640 -0.239 0.0949
H -3.931 0.937 -2.078 0.1126
H -6.393 -0.136 -2.719 0.1137
H -6.595 -0.730 -0.915 0.1197
H -3.741 -1.393 -2.329 0.0891
H -5.237 -2.102 -3.229 0.1146
H -4.362 -3.919 -1.683 0.1072
H -6.104 -3.430 -1.147 0.1105
H -4.115 -1.621 0.410 0.0956
H -5.130 -3.112 1.216 0.1140
H -3.158 -4.717 0.080 0.1168
H -2.310 -3.125 -0.477 0.1057
H -2.637 -2.651 2.513 0.1105
H -2.338 -4.550 2.436 0.1094
H 0.074 -3.750 2.357 0.1165
H -0.430 -3.717 0.447 0.0840
H -0.127 -1.398 2.708 0.1458
H -1.471 -1.190 1.316 0.0927
H -0.051 -2.350 -1.197 0.1234
H 0.977 -0.915 -1.828 0.1327
H -2.063 -0.472 -0.633 0.0971
H -1.528 -0.806 -2.401 0.1306
H 1.635 -4.132 -0.081 0.1296
H 1.872 -3.514 -1.835 0.1161
H 2.988 -5.728 -1.493 0.1093
H 4.032 -5.258 -0.014 0.1201
H 5.293 -3.436 -1.964 0.0653
H 5.554 -5.345 -2.092 0.0827
H 2.841 -5.343 -3.753 -0.1110
H 4.036 -3.565 1.544 0.1352
H 5.195 -2.862 0.134 0.1167
H 3.955 -0.536 1.936 0.0845
H 5.106 -1.765 2.833 0.1198
H 6.192 -0.936 -0.089 0.0946
H 7.044 -0.791 1.597 0.1098
H 4.756 1.385 1.257 0.0883
H 6.544 1.561 1.826 0.1195
H 6.221 1.008 -1.336 0.1052
H 7.409 2.143 -0.288 0.1141
H 4.912 3.536 0.179 0.1185
H 6.086 3.962 -1.296 0.1237
H 4.002 1.642 -1.854 0.0929
H 3.182 3.315 -1.464 0.1285
H 2.467 2.251 -3.279 0.0878
H 3.735 1.541 -4.493 0.1032
H 2.852 3.262 -4.826 0.0988
H 1.956 0.304 1.911 0.1606
H 1.538 1.230 -0.969 0.0683
H 2.954 1.195 0.042 0.0482
H -2.022 1.097 2.047 0.1335
H -0.349 2.563 4.891 0.1045
H 1.148 1.453 4.598 0.0990
H -0.551 0.799 4.106 0.0827
H -0.248 3.890 1.379 0.1053
H -1.249 3.842 2.979 0.0887
H 0.574 4.597 2.922 0.1057
```

## Properties
Total energy = -63190.4805 eV
Multiplicity = 1
Frontier orbital gap = 0.3074 Ha

---

Entry from the OMol25 dataset: a molecular structure, C32H67F2N2O28S2Zn at a distorted geometry (ωB97M-V with the def2-TZVPD basis set).

The geometry in XYZ format:
```
134
Properties=species:S:1:pos:R:3:lowdin_charge:R:1
Zn -28.450 16.594 25.286 0.9961
N -29.293 16.787 21.897 -0.2135
S -29.743 15.792 20.803 0.4891
O -28.624 15.100 20.117 -0.2294
O -30.974 16.076 20.058 -0.2155
F -30.275 14.580 21.791 -0.2149
S -28.907 17.907 20.699 0.5956
O -30.028 18.579 20.039 -0.2285
O -27.674 17.802 19.961 -0.2223
F -28.460 19.090 21.832 -0.2561
C -28.031 24.851 20.922 -0.0796
O -28.007 25.942 19.990 -0.1307
C -27.018 26.874 20.351 -0.1753
C -25.571 26.284 20.422 -0.1588
O -25.442 25.521 21.584 -0.1931
C -24.276 24.809 21.860 -0.1477
C -24.459 24.317 23.381 -0.1402
O -24.490 25.416 24.326 -0.1699
C -25.793 26.051 24.571 -0.0702
H -27.978 25.196 21.954 0.0889
H -27.236 24.118 20.783 0.0904
H -28.905 24.208 20.815 0.0929
H -27.417 27.375 21.233 0.1294
H -26.891 27.702 19.653 0.1234
H -24.907 27.142 20.322 0.1302
H -25.296 25.588 19.629 0.1358
H -23.427 25.493 21.863 0.1281
H -24.095 23.972 21.185 0.1270
H -23.701 23.554 23.559 0.1155
H -25.406 23.798 23.527 0.1089
H -26.596 25.318 24.658 0.0774
H -26.066 26.754 23.783 0.0723
H -25.974 26.649 25.464 0.0830
C -31.981 15.653 12.200 -0.0689
O -31.971 16.739 13.110 -0.1502
C -30.746 17.289 13.476 -0.1678
C -29.686 16.288 14.079 -0.1787
O -28.961 15.563 13.142 -0.1109
C -28.499 14.313 13.657 -0.1698
C -27.539 13.585 12.691 -0.1697
O -28.149 13.185 11.434 -0.1678
C -28.328 14.282 10.505 -0.0944
H -33.039 15.435 12.059 0.0926
H -31.637 14.762 12.726 0.0973
H -31.605 15.886 11.204 0.0977
H -30.960 18.142 14.121 0.1279
H -30.338 17.835 12.625 0.1299
H -30.091 15.623 14.842 0.1297
H -29.064 16.958 14.673 0.1311
H -29.264 13.600 13.967 0.1306
H -27.945 14.507 14.576 0.1280
H -27.275 12.666 13.213 0.1220
H -26.587 14.106 12.586 0.1232
H -27.588 15.083 10.505 0.0853
H -29.252 14.843 10.650 0.0638
H -28.237 13.833 9.516 0.0883
C -37.272 13.151 21.844 -0.0488
O -36.120 13.873 22.178 0.0021
C -36.267 15.112 22.625 -0.5896
O -37.317 15.763 22.756 0.0919
O -35.092 15.535 23.049 0.0051
C -34.914 16.831 23.660 -0.0311
H -37.942 13.790 21.268 0.1005
H -37.749 12.958 22.805 0.0988
H -37.089 12.150 21.453 0.0990
H -35.258 17.707 23.111 0.0965
H -33.872 16.886 23.974 0.0866
H -35.497 16.993 24.567 0.0897
C -21.869 19.773 16.144 -0.0518
O -20.623 19.681 16.784 0.0073
C -19.595 20.351 16.342 -0.5324
O -19.524 21.019 15.289 0.0907
O -18.592 19.953 17.216 -0.0263
C -17.227 20.329 16.967 -0.0459
H -22.270 20.774 15.986 0.1006
H -22.564 19.105 16.652 0.0960
H -21.839 19.356 15.137 0.0956
H -17.242 21.110 16.207 0.0865
H -16.697 19.417 16.695 0.0942
H -16.611 20.825 17.717 0.0854
C -22.837 16.469 27.147 -0.0474
O -22.388 16.670 25.845 -0.0166
C -23.142 17.145 24.858 -0.4726
O -24.414 17.329 24.911 0.0162
O -22.373 17.267 23.726 -0.0151
C -21.030 16.895 23.528 -0.0550
H -23.609 17.171 27.464 0.0943
H -22.112 16.419 27.959 0.1020
H -23.305 15.489 27.050 0.1007
H -20.966 15.812 23.634 0.0962
H -20.340 17.289 24.274 0.0946
H -20.656 17.184 22.546 0.1009
C -26.960 21.287 28.097 -0.0615
O -27.903 22.049 27.407 -0.0075
C -28.896 21.527 26.654 -0.5068
O -28.931 20.349 26.335 0.0582
O -29.667 22.532 26.061 -0.0357
C -30.877 22.209 25.331 -0.0277
H -27.409 20.476 28.670 0.0950
H -26.341 21.927 28.725 0.1030
H -26.299 20.761 27.407 0.0926
H -31.337 23.168 25.093 0.0947
H -31.486 21.571 25.972 0.0981
H -30.676 21.807 24.338 0.0910
C -24.801 11.963 22.941 -0.0511
O -25.353 11.282 24.026 0.0104
C -26.418 11.815 24.623 -0.4843
O -26.971 12.953 24.440 0.0196
O -26.971 10.775 25.309 -0.0101
C -28.195 10.857 25.900 -0.0851
H -23.987 11.343 22.565 0.1010
H -24.413 12.945 23.213 0.0970
H -25.499 12.036 22.107 0.1059
H -28.826 11.490 25.276 0.0931
H -28.154 11.384 26.854 0.0954
H -28.583 9.850 26.055 0.1069
C -28.526 9.265 18.148 -0.0561
O -27.696 8.412 17.415 0.0028
C -26.404 8.690 17.342 -0.6692
O -25.905 9.755 17.658 0.1044
O -25.866 7.735 16.684 0.0355
C -24.507 7.945 16.161 0.0087
H -29.543 8.874 18.192 0.0943
H -28.634 10.222 17.638 0.0967
H -28.116 9.331 19.156 0.1006
H -24.548 8.662 15.340 0.0989
H -24.017 7.018 15.863 0.0935
H -23.855 8.365 16.926 0.0900
C -35.640 18.485 17.719 -0.0674
C -35.588 19.580 18.726 -0.2725
N -35.447 20.423 19.518 0.1090
H -36.234 18.748 16.844 0.0805
H -36.037 17.611 18.235 0.0749
H -34.602 18.222 17.514 0.0769
```

## Properties
Total energy = -170077.9972 eV
Multiplicity = 1
Total charge = +1
Frontier orbital gap = 0.0489 Ha

---

Entry from the OMol25 dataset: 2 unconnected molecules or ions with the total composition C32H68FIN3O3Si at a distorted geometry (ωB97M-V with the def2-TZVPD basis set).

The geometry in XYZ format:
```
109
Properties=species:S:1:pos:R:3:lowdin_charge:R:1
C 3.889 3.293 0.893 -0.1087
C 2.485 2.595 1.162 -0.2438
C 1.543 2.911 -0.071 -0.2164
C 1.413 1.661 -1.030 -0.2133
C 2.786 0.982 -1.411 -0.2066
C 2.770 0.175 -2.764 -0.1876
C 1.530 -0.780 -2.949 -0.2097
C 1.811 -2.301 -2.632 -0.2039
C 2.582 -2.568 -1.281 -0.1933
C 1.799 -3.525 -0.280 -0.1957
C 0.366 -2.982 0.079 -0.2011
C 0.380 -1.976 1.304 -0.1796
C -0.890 -1.026 1.240 -0.2046
C -1.680 -0.918 2.622 -0.1809
C -3.215 -0.920 2.247 -0.2370
C -4.184 -0.392 3.375 -0.1869
C -5.532 0.048 2.649 -0.1948
C -6.147 -1.126 1.747 -0.1790
C -6.364 -0.687 0.243 -0.1719
C -5.349 -1.320 -0.789 -0.1382
N -4.122 -0.504 -1.070 -0.0312
C -3.700 -1.045 -2.403 -0.1374
C -4.444 -0.099 -3.451 -0.8047
F -5.461 -0.675 -4.218 -0.0603
I -2.987 0.533 -4.949 0.9513
N -4.767 1.138 -2.724 -0.0444
Si -6.404 1.874 -2.946 0.5236
C -7.863 0.695 -2.669 -0.1645
C -6.446 2.624 -4.703 -0.1714
C -6.640 3.331 -1.707 -0.1748
C -4.330 0.882 -1.399 -0.2895
N -4.065 1.731 -0.426 0.2688
H 4.475 2.818 0.071 0.0494
H 4.493 3.198 1.834 0.0743
H 3.665 4.377 0.698 0.0808
H 2.551 1.485 1.282 0.0756
H 2.017 2.992 2.106 0.1065
H 0.508 3.095 0.346 0.0948
H 1.830 3.837 -0.636 0.1094
H 0.824 0.887 -0.449 0.0792
H 0.805 1.890 -1.949 0.1115
H 3.527 1.824 -1.550 0.1062
H 3.172 0.396 -0.535 0.0803
H 2.878 0.894 -3.618 0.1110
H 3.694 -0.471 -2.784 0.1159
H 0.613 -0.474 -2.386 0.0834
H 1.250 -0.733 -4.043 0.1063
H 2.354 -2.760 -3.496 0.1097
H 0.802 -2.808 -2.604 0.0975
H 2.822 -1.641 -0.700 0.0714
H 3.569 -3.039 -1.554 0.1175
H 1.806 -4.549 -0.727 0.1087
H 2.426 -3.549 0.658 0.1093
H -0.100 -2.414 -0.776 0.0833
H -0.296 -3.869 0.266 0.1144
H 0.350 -2.501 2.291 0.1076
H 1.284 -1.316 1.262 0.0962
H -1.574 -1.466 0.453 0.0866
H -0.644 0.011 0.863 0.0914
H -1.469 -1.815 3.256 0.1120
H -1.456 0.031 3.171 0.1103
H -3.490 -1.977 1.999 0.1122
H -3.341 -0.239 1.360 0.0719
H -4.363 -1.109 4.210 0.1190
H -3.713 0.545 3.788 0.1104
H -6.272 0.338 3.448 0.1098
H -5.390 0.962 2.013 0.0827
H -7.176 -1.297 2.176 0.1123
H -5.603 -2.093 1.869 0.1032
H -6.429 0.430 0.221 0.0858
H -7.386 -1.059 -0.054 0.1125
H -5.932 -1.611 -1.702 0.1238
H -4.980 -2.286 -0.341 0.1411
H -3.871 -2.145 -2.502 0.1508
H -2.611 -0.874 -2.629 0.0769
H -8.061 0.459 -1.586 0.0284
H -7.836 -0.242 -3.284 0.0469
H -8.787 1.250 -3.013 0.0619
H -5.585 3.329 -4.807 0.0455
H -6.313 1.765 -5.416 0.0373
H -7.440 3.120 -4.836 0.0520
H -7.633 3.791 -1.973 0.0613
H -5.848 4.116 -1.803 0.0483
H -6.667 2.941 -0.648 0.0278
H -3.285 1.538 0.206 0.1441
H -4.609 2.566 -0.213 0.1222
C 9.653 -1.724 2.264 -0.1075
O 8.340 -1.644 2.793 -0.1880
C 8.179 -0.743 3.876 -0.1832
C 7.280 0.466 3.597 -0.1746
O 7.596 1.343 2.525 -0.1161
C 7.665 0.833 1.203 -0.1676
C 6.420 0.170 0.589 -0.1779
O 5.908 -0.925 1.320 -0.1717
C 4.620 -0.717 1.867 -0.1010
H 10.080 -2.701 2.508 0.0874
H 9.600 -1.659 1.175 0.0805
H 10.312 -0.935 2.632 0.0902
H 9.143 -0.418 4.275 0.1193
H 7.689 -1.315 4.673 0.1264
H 7.319 1.090 4.496 0.1289
H 6.234 0.172 3.523 0.0893
H 8.533 0.185 1.110 0.0915
H 7.895 1.693 0.568 0.1290
H 6.725 -0.220 -0.389 0.1286
H 5.656 0.928 0.405 0.0911
H 4.318 0.332 1.847 0.0698
H 4.622 -1.063 2.902 0.0892
H 3.890 -1.324 1.320 0.0653
```

## Properties
Total energy = -63585.9610 eV
Multiplicity = 1
Total charge = +1
Frontier orbital gap = 0.2210 Ha